{"formula": "C6H10ClNS", "method": "ωB97M-V/def2-TZVPD", "species": ["C", "C", "C", "C", "C", "C", "N", "S", "Cl", "H", "H", "H", "H", "H", "H", "H", "H", "H", "H"], "positions_angstrom": [[-0.730, -1.083, 0.385], [1.793, -1.021, -1.507], [0.246, 0.634, 1.940], [-2.381, 1.069, -0.914], [2.122, -0.652, -0.111], [-0.243, 0.186, 0.601], [-1.120, -2.146, 0.148], [-0.629, 1.435, -0.577], [3.091, 0.718, 0.163], [1.024, -1.790, -1.504], [1.434, -0.152, -2.060], [2.662, -1.422, -2.040], [1.005, 1.406, 1.820], [0.664, -0.200, 2.498], [-0.576, 1.061, 2.523], [-2.686, 1.715, -1.730], [-2.960, 1.296, -0.023], [-2.497, 0.025, -1.188], [2.194, -1.415, 0.646]], "nbo_charge": [0.20, -0.70, -0.64, -0.73, -0.12, -0.25, -0.33, 0.28, 0.02, 0.25, 0.23, 0.23, 0.23, 0.22, 0.22, 0.23, 0.22, 0.23, 0.20], "relative_energy_kj_mol": 93.2, "e_lumo_ev": [0.0, -0.8], "multiplicity": 1}